The following is a quantum chemistry calculation of C4H4N2 in the gas phase at a distorted geometry, from the Open Molecules 2025 dataset.

Output
Relative energy (zero: lowest compared OMol25 entry of this formula, charge and spin), kJ/mol: 303.3
E_LUMO, eV: 0.44
Multiplicity: 1

Each line ends with the Mulliken charge.
CARTESIAN COORDINATES (ANGSTROEM)
1 C -1.022 -0.491 -0.205  -1.26
2 C 0.263 0.130 0.332  0.66
3 C 1.487 -0.411 -0.258  0.10
4 N 2.437 -0.890 -0.711  -0.37
5 C 0.250 1.757 -0.399  -0.23
6 N 0.265 1.885 0.792  -0.23
7 H -1.880 0.010 0.250  0.36
8 H -1.044 -1.550 0.073  0.36
9 H -1.083 -0.395 -1.290  0.35
10 H 0.323 -0.031 1.412  0.25

Forces on atoms 1 to 3 (eV/Å):
C -0.058 0.008 -0.019
C -0.025 -0.537 0.137
C 0.836 -0.377 -0.395



The following is a quantum chemistry calculation of C7H14ClNOS2 in the gas phase at a distorted geometry, from the Open Molecules 2025 dataset.

Output
E_LUMO, eV: -0.06
Multiplicity: 1
SMILES: CC(C)OC(=S)S[C@H](Cl)N(C)C

Each line ends with the Mulliken charge.
CARTESIAN COORDINATES (ANGSTROEM)
1 C -3.345 1.396 -1.152  -1.21
2 C -2.678 0.171 -1.712  0.44
3 C -2.440 0.374 -3.204  -1.43
4 O -1.343 -0.080 -1.189  -0.30
5 C -1.196 -0.318 0.147  0.12
6 S -2.467 -0.328 1.201  -0.36
7 S 0.410 -0.535 0.592  -0.08
8 C 1.614 -0.927 2.449  -0.10
9 Cl 1.241 0.035 3.851  -0.10
10 N 2.831 -0.634 1.839  -0.01
11 C 3.202 0.789 1.773  -0.85
12 C 3.405 -1.584 0.892  -0.71
13 H -4.236 1.600 -1.754  0.38
14 H -3.678 1.278 -0.113  0.33
15 H -2.687 2.279 -1.202  0.31
16 H -3.273 -0.742 -1.531  0.30
17 H -3.371 0.728 -3.661  0.41
18 H -1.645 1.118 -3.373  0.33
19 H -2.147 -0.569 -3.669  0.34
20 H 1.306 -1.968 2.663  0.39
21 H 3.936 0.958 0.971  0.33
22 H 2.276 1.353 1.561  0.32
23 H 3.628 1.104 2.739  0.30
24 H 4.121 -1.091 0.225  0.29
25 H 3.924 -2.409 1.402  0.29
26 H 2.613 -1.999 0.257  0.28

Forces on atoms 1 to 3 (eV/Å):
C -0.504 0.742 0.617
C 0.199 -0.252 -0.510
C 0.019 -0.216 -0.026



The following is a quantum chemistry calculation of 5 unconnected molecules or ions with the total composition CH9O6 at a distorted geometry, from the Open Molecules 2025 dataset.

Output
Relative energy (zero: lowest compared OMol25 entry of this formula, charge and spin), kJ/mol: 56.0
E_LUMO, eV: 3.72
Total charge: -1
Multiplicity: 1

Each line ends with the Mulliken charge.
CARTESIAN COORDINATES (ANGSTROEM)
1 O 0.144 1.544 -1.292  -0.81
2 C -0.535 2.476 -0.802  0.28
3 O -1.087 2.498 0.327  -0.73
4 H -0.719 3.365 -1.448  0.22
5 H 1.373 -3.706 1.769  0.34
6 H 0.371 -4.513 1.506  0.32
7 O 1.273 -4.680 1.848  -0.67
8 H -0.365 2.566 -3.949  0.26
9 H 0.537 1.945 -2.905  0.49
10 O 0.485 2.127 -3.883  -0.69
11 H -0.979 0.883 0.850  0.38
12 H -0.285 -0.028 -0.040  0.32
13 O -0.653 -0.063 0.863  -0.74
14 H 0.128 -1.358 3.168  0.24
15 H 0.017 -1.193 1.625  0.49
16 O 0.295 -1.865 2.363  -0.70

Forces on atoms 1 to 3 (eV/Å):
O 0.152 0.081 -0.121
C -0.541 -0.149 0.573
O 0.101 0.108 -0.409



The following is a quantum chemistry calculation of a gas-phase ion, C5H7N4O3 (charge +1) at a distorted geometry, from the Open Molecules 2025 dataset.

Output
Relative energy (zero: lowest compared OMol25 entry of this formula, charge and spin), kJ/mol: 254.5
E_LUMO, eV: -5.35
Total charge: +1
Multiplicity: 1
SMILES: CO/C=[NH+]\C(=O)N/C([O-])=C/[N+]#N

Each line ends with the Mulliken charge.
CARTESIAN COORDINATES (ANGSTROEM)
1 C 1.165 -2.007 -0.832  -0.79
2 O 1.048 -0.684 -0.603  -0.17
3 C 1.219 -0.273 0.639  0.15
4 N 0.898 0.975 1.051  0.01
5 C 0.489 2.106 0.245  0.39
6 O 1.057 3.121 0.513  -0.47
7 N -0.329 1.759 -0.815  -0.08
8 C -1.301 0.611 -0.756  0.52
9 O -1.348 -0.043 -1.734  -0.50
10 C -1.857 0.404 0.521  -0.68
11 N -2.467 -0.661 0.851  0.62
12 N -2.845 -1.716 1.081  -0.53
13 H 1.931 -2.458 -0.177  0.41
14 H 1.654 -2.237 -1.824  0.27
15 H 0.239 -2.593 -0.893  0.30
16 H 1.496 -1.166 1.262  0.44
17 H 1.212 1.346 1.889  0.23
18 H -0.456 2.379 -1.579  0.25
19 H -1.805 1.139 1.164  0.62

Forces on atoms 1 to 3 (eV/Å):
C 2.134 -4.824 -2.181
O -0.352 4.454 2.312
C -1.169 -0.046 -0.791



The following is a quantum chemistry calculation of C6H12O in the gas phase at a distorted geometry, from the Open Molecules 2025 dataset.

Output
Relative energy (zero: lowest compared OMol25 entry of this formula, charge and spin), kJ/mol: 227.2
E_LUMO, eV: 0.97
Multiplicity: 1
SMILES: CC(C)CCC=O

Each line ends with the Mulliken charge.
CARTESIAN COORDINATES (ANGSTROEM)
1 C 2.020 -0.239 0.969  -1.56
2 C 0.608 -0.622 0.334  0.20
3 C 1.097 -1.476 -0.894  -1.35
4 C -0.277 0.544 -0.161  -0.97
5 C -1.653 0.726 0.363  -0.46
6 C -2.576 1.478 -0.640  -0.11
7 O -2.229 2.554 -0.983  -0.42
8 H 1.966 0.193 1.935  0.39
9 H 2.432 0.190 0.095  0.50
10 H 2.304 -1.297 1.209  0.33
11 H -0.050 -1.174 0.981  0.50
12 H 1.014 -2.542 -0.515  0.26
13 H 0.478 -1.238 -1.676  0.51
14 H 2.182 -1.336 -0.988  0.36
15 H -0.295 0.775 -1.208  0.61
16 H 0.367 1.366 0.158  0.23
17 H -2.172 -0.228 0.695  0.36
18 H -1.651 1.283 1.281  0.28
19 H -3.565 1.043 -0.956  0.32

Forces on atoms 1 to 3 (eV/Å):
C -3.282 -3.191 0.327
C 0.474 0.233 -1.436
C 0.599 -1.920 4.163



The following is a quantum chemistry calculation of C4H6O2 in the gas phase at a distorted geometry, from the Open Molecules 2025 dataset.

Output
Relative energy (zero: lowest compared OMol25 entry of this formula, charge and spin), kJ/mol: 274.0
E_LUMO, eV: 0.37
Multiplicity: 1
SMILES: CC(=O)C(C)=O

Each line ends with the Mulliken charge.
CARTESIAN COORDINATES (ANGSTROEM)
1 C 1.274 -1.479 0.080  -1.03
2 C 0.147 -0.596 -0.444  0.50
3 O -0.554 -0.958 -1.361  -0.50
4 C -0.372 0.774 0.653  0.62
5 C -1.267 1.601 -0.144  -0.78
6 O 0.199 0.963 1.689  -0.51
7 H 1.078 -2.500 -0.264  0.30
8 H 2.303 -1.228 -0.208  0.27
9 H 1.231 -1.459 1.170  0.30
10 H -1.694 2.533 0.324  0.31
11 H -0.278 1.300 -0.864  0.22
12 H -2.068 1.049 -0.632  0.31

Forces on atoms 1 to 3 (eV/Å):
C -0.083 -0.061 0.196
C -0.861 -0.631 1.320
O 0.558 1.003 0.651



Number 1: E_tot -7189.54539 eV, HOMO energy -11.733 eV. Number 2: E_tot -45214.48229 eV, HOMO energy -7.690 eV. Number 3: E_tot -13470.64487 eV, HOMO energy -6.045 eV. Number 4: E_tot -17391.16990 eV, HOMO energy -13.633 eV. Number 5: E_tot -8461.99910 eV, HOMO energy -9.740 eV. Number 6: E_tot -8337.62177 eV, HOMO energy -8.977 eV.